1.
The following is a DFT calculation (ωB97M-V with the def2-TZVPD basis set) of 2 unconnected molecules or ions with the total composition C23H46BBrF2NO8PSSi in a non-equilibrium geometry.

Output
HOMO in eV: -8.64
Frontier orbital gap in eV: 7.63

XYZ file:
```
85
Properties=species:S:1:pos:R:3:forces:R:3
C -0.75550 3.25020 0.69666 -0.274 0.360 0.117
C 0.16735 3.21990 2.09021 -0.513 0.905 -0.158
C -0.12648 1.89609 3.00848 -0.519 0.139 -0.385
C 1.15684 0.91082 3.25710 -0.351 -0.455 0.143
C 1.93474 0.43471 1.87281 -0.483 0.915 -0.661
C 0.93036 -0.41666 0.86940 -1.694 0.779 0.849
C 1.50842 -0.68817 -0.62539 2.523 3.068 2.946
C 1.45958 0.75590 -1.40027 -1.463 2.175 2.325
P 3.22780 1.43582 -1.86605 0.264 1.019 -2.467
O 3.01312 3.15029 -2.17625 1.528 -1.663 2.207
Br 4.70221 1.27287 -0.16994 -0.761 0.200 0.068
O 0.56427 0.82757 -2.55780 3.009 -2.293 0.750
C 1.08742 -0.18891 -3.48244 -1.316 0.582 -3.241
C -0.10571 -0.32616 -4.65623 -0.732 0.514 -0.098
C -1.47707 0.44218 -4.16413 -0.533 0.695 -0.207
O -2.64141 0.21947 -5.08516 -0.170 0.391 2.777
Si -4.03586 0.49779 -3.99237 -0.732 0.322 -0.975
C -5.68943 0.82908 -4.96858 -1.066 0.090 0.153
C -3.77887 2.09616 -2.88384 0.957 -0.463 1.050
C -4.40864 -1.08415 -2.89006 1.328 -0.751 0.094
C 1.48053 -1.61492 -2.87085 0.509 -0.063 -1.609
S 3.34223 -1.94239 -3.12987 0.018 0.275 -0.213
N 1.08359 -1.90613 -1.38441 -0.288 2.998 -2.500
C -0.32679 -2.31041 -1.51798 -4.445 -1.971 -1.140
C -1.41731 -2.28393 -0.34358 -1.393 0.344 1.323
C -1.32918 -3.38016 0.85328 -0.978 -1.299 -0.421
C -2.75438 -3.31147 1.71852 0.411 0.991 -0.381
O 2.02201 -2.83866 -1.15795 0.751 -3.073 1.598
C 1.81811 -3.95501 -0.33751 0.727 -4.639 2.649
C 2.33550 -3.83939 1.25327 -0.412 -0.816 -0.562
H -0.16967 3.65075 -0.23276 -0.995 -0.690 1.745
H -1.69232 3.97312 0.84898 2.062 -1.666 -0.331
H -1.18394 2.19181 0.42037 0.845 1.914 0.571
H -0.18919 4.17838 2.69989 1.005 -2.104 -1.265
H 1.32060 3.38995 1.84858 -2.493 -0.523 0.505
H -0.61239 2.29350 4.02017 1.363 -1.249 -2.010
H -0.96905 1.27717 2.45869 1.526 1.183 1.129
H 0.74238 -0.06371 3.80490 1.060 2.145 -0.982
H 1.90752 1.45833 3.96793 -1.348 -1.324 -1.405
H 2.16582 1.44940 1.28792 -0.122 -2.274 1.281
H 2.94691 -0.14968 2.08826 -2.248 1.280 -0.405
H 0.51324 -1.34649 1.44360 1.049 1.493 -1.297
H -0.02213 0.29306 0.73169 2.008 -1.623 0.278
H 2.68536 -0.83327 -0.43737 -2.701 -0.143 -0.582
H 1.05695 1.58544 -0.63950 0.444 -2.058 -1.542
H 3.83435 3.59844 -1.77197 -1.789 -0.778 -0.870
H 2.01796 0.18768 -4.13248 -1.824 -0.738 2.056
H -0.37236 -1.44005 -4.89599 0.552 2.019 0.453
H 0.25496 0.19039 -5.67025 -0.785 -1.201 2.345
H -1.34119 1.62801 -4.15070 0.144 -2.744 0.308
H -1.87199 0.08020 -3.10205 1.510 0.702 -1.807
H -5.80307 0.19096 -5.94244 0.189 1.427 1.706
H -6.55920 0.47572 -4.23310 1.791 0.756 -1.538
H -5.86958 1.99066 -5.14074 0.442 -2.560 0.048
H -4.80191 2.36861 -2.38897 1.907 -0.211 -1.104
H -3.26511 2.96079 -3.48068 -1.287 -1.440 1.181
H -3.04362 1.80977 -1.98951 -1.500 0.763 -1.788
H -3.77914 -1.99361 -3.33999 -1.515 1.764 0.909
H -3.94473 -0.88209 -1.82864 -1.283 -0.523 -1.778
H -5.54911 -1.34997 -2.87943 2.329 0.515 0.198
H 0.93967 -2.47545 -3.49257 1.493 1.896 1.304
H 4.07945 -1.41488 -2.05343 -1.323 -0.256 -0.918
H -0.88261 -1.72729 -2.40547 1.845 -0.770 1.991
H -0.33733 -3.42945 -1.95006 0.391 2.442 1.070
H -1.61399 -1.22495 0.17519 0.841 -2.138 -1.424
H -2.46895 -2.50338 -0.87663 2.485 0.390 0.887
H -1.27700 -4.45546 0.33759 -0.078 2.190 1.127
H -0.40105 -3.31634 1.55686 -1.793 0.187 -1.333
H -3.68295 -3.65417 1.06663 2.102 0.560 1.351
H -2.69917 -3.91578 2.72352 -0.099 1.213 -2.119
H -2.91945 -2.15648 1.95074 0.230 -2.498 -0.209
H 0.79261 -4.56230 -0.41617 1.920 2.038 0.039
H 2.58738 -4.78859 -0.74184 -1.661 2.200 0.451
H 2.16511 -4.90310 1.76843 0.305 2.274 -1.320
H 3.49248 -3.67428 1.21464 -2.300 0.066 0.311
H 1.73461 -3.07358 1.88645 1.420 -1.160 -1.181
B 4.27691 3.51365 7.52558 2.614 1.422 0.714
O 2.96525 3.95690 8.01013 -0.879 -0.896 -0.505
C 2.05818 3.08354 7.55204 -2.362 3.279 2.588
O 0.86071 3.16041 7.77453 1.276 -0.292 -0.444
C 2.71183 2.06601 6.77488 2.142 -3.114 -2.288
O 2.16855 1.12482 6.21965 0.348 0.877 0.477
O 4.03125 2.29765 6.74279 -1.420 -0.411 -0.134
F 5.15193 3.21757 8.64928 -1.056 0.383 -1.469
F 4.87278 4.53938 6.68375 -0.682 -1.270 0.993
```
Positions in Å, forces in eV/Å.

Atomic partial charges in e from the Mulliken method, atoms 1 to 8: C -0.59; C -0.29; C -0.65; C -0.64; C 0.17; C 0.40; C -0.57; C 0.38

2.
The following is a DFT calculation (ωB97M-V with the def2-TZVPD basis set) of a molecular structure, C23H46BeBr2ClFN5O9P in a non-equilibrium geometry.

Output
HOMO in eV: -6.06
Relative energy (zero: lowest compared OMol25 entry of this formula, charge and spin) in eV: 2.3500
Frontier orbital gap in eV: 2.31

XYZ file:
```
89
Properties=species:S:1:pos:R:3:forces:R:3
N -3.55767 0.33934 0.86231 0.846 0.321 -0.366
C -3.21612 -0.83164 0.19329 -1.085 0.062 -1.055
N -2.71831 -1.82641 0.84230 -0.334 1.009 0.768
N -3.35539 -0.96481 -1.19619 -0.016 0.327 0.180
C -2.25983 -0.12895 -1.81624 0.091 -0.327 0.265
C -0.86769 -0.60157 -1.43449 -0.151 -1.210 -0.185
F 0.03662 0.01490 -2.25597 0.169 0.459 -0.062
H -2.71760 0.92423 0.87044 -0.048 0.106 0.609
H -4.23277 0.86429 0.30455 -0.155 -0.115 -0.003
H -2.17131 -1.57397 1.69320 -1.233 -0.671 0.211
H -2.80324 -2.77629 0.51989 0.630 -0.053 -0.331
H -4.20355 -0.48348 -1.48750 -0.364 -0.300 0.100
H -2.38196 0.91178 -1.50215 -0.003 0.124 -0.354
H -2.37358 -0.24592 -2.88979 -0.011 0.207 -0.065
H -0.59126 -0.42771 -0.38995 -0.003 0.293 -0.006
H -0.77905 -1.68678 -1.61087 -0.115 0.249 0.085
C -0.60039 2.19370 3.18897 0.249 0.195 -0.237
N -0.98039 0.76057 3.28015 0.214 0.350 0.024
O -0.56653 0.01742 2.38456 -0.413 0.031 -0.122
O -1.65525 0.40965 4.20609 -0.104 -0.234 -0.019
H 0.00445 2.33293 2.30064 0.080 -0.042 0.065
H -1.51499 2.77800 3.13249 -0.036 -0.041 0.163
H -0.03406 2.44103 4.08219 -0.071 0.014 0.043
C 0.73263 3.63055 -0.77839 0.013 0.220 0.284
C 0.60438 4.43692 0.44552 0.224 -1.032 -1.654
N 0.49668 5.07167 1.38129 -0.275 0.743 1.340
H 1.77914 3.56079 -1.06816 0.017 -0.027 0.043
H 0.34752 2.62667 -0.60570 0.062 -0.031 0.002
H 0.16903 4.09636 -1.58432 0.009 0.017 -0.004
O -6.62076 -0.24370 -0.84544 0.581 -0.068 0.023
C -7.05674 0.86443 -1.01530 -0.604 0.118 0.086
O -6.33265 1.91464 -0.58549 0.572 -0.114 -0.111
C -6.64237 3.28274 -0.90841 -0.214 0.390 0.110
C -7.62695 3.87536 0.07586 -0.131 -0.185 0.071
C -8.42176 1.09612 -1.60487 0.119 0.062 -0.484
H -6.98010 3.37274 -1.94050 -0.047 -0.125 0.008
H -5.69763 3.82044 -0.84501 0.091 -0.175 0.023
H -8.58598 3.35810 0.04368 -0.022 0.053 -0.073
H -7.79834 4.92861 -0.14394 0.031 -0.001 -0.014
H -7.24819 3.78585 1.09391 0.066 0.062 -0.022
H -9.16251 1.07933 -0.80654 0.011 0.036 0.015
H -8.63316 0.28818 -2.30067 -0.013 -0.134 0.172
H -8.50519 2.02342 -2.16610 -0.055 0.099 0.188
C 6.98739 4.19299 -0.60083 0.089 0.400 0.573
O 6.41400 3.30675 -1.56684 -1.894 -1.779 -2.106
P 5.98413 1.77402 -1.05355 4.050 -0.748 4.619
O 5.36723 2.19222 0.29049 -0.494 0.357 -1.000
O 7.51199 1.30826 -0.85318 -1.297 -0.283 -0.420
C 8.43866 1.39801 -1.96012 0.647 0.536 0.001
O 5.44261 0.14836 -1.01555 -1.218 2.114 -0.527
C 4.03590 -0.07461 -1.10381 -0.402 0.010 0.495
H 7.54885 4.94073 -1.15926 -0.035 -0.203 -0.209
H 6.20347 4.68898 -0.03006 -0.021 -0.127 0.032
H 7.66641 3.66850 0.06919 -0.042 -0.085 -0.056
H 9.16732 2.24363 -1.76617 -0.705 -0.751 -0.039
H 7.93197 1.58068 -2.90421 0.027 -0.013 0.033
H 8.99266 0.46538 -2.03006 -0.088 -0.026 0.115
H 3.59757 0.51424 -1.91012 -0.032 -0.152 -0.033
H 3.56163 0.17871 -0.15244 0.105 0.094 0.016
H 3.87393 -1.12944 -1.30817 0.177 -0.002 -0.099
Br 5.86596 -0.47123 -3.38469 0.371 0.276 -1.253
Be -0.42329 -2.32006 1.55206 1.699 -0.682 0.298
C -0.55871 -5.40276 -3.98170 0.066 -0.136 0.067
C -0.40026 -4.06065 -3.28005 -0.116 0.153 0.015
C 0.77282 -3.45026 -4.03737 0.211 -0.075 -0.003
O 0.70410 -3.96080 -5.37000 -0.155 -0.042 0.143
C -0.23496 -5.03720 -5.42273 -0.081 0.152 -0.115
H -1.54743 -5.84599 -3.86846 -0.003 0.013 -0.022
H 0.17830 -6.11172 -3.59836 -0.010 0.005 -0.006
H -1.29892 -3.45176 -3.42729 -0.008 -0.028 -0.005
H -0.21646 -4.14446 -2.20745 0.046 -0.027 -0.015
H 1.72973 -3.75807 -3.60436 -0.020 0.066 0.091
H 0.74014 -2.35956 -4.06166 0.046 -0.001 -0.089
H -1.12746 -4.68506 -5.95225 -0.040 -0.092 0.001
H 0.19476 -5.86759 -5.98300 0.055 0.049 -0.027
Cl 10.75895 3.15425 -2.38044 0.602 0.512 -0.147
C 2.03810 -4.00104 5.89291 -0.005 -0.029 0.007
C 1.47669 -3.05819 5.04393 -0.030 -0.011 -0.041
C 0.85707 -1.93315 5.56784 0.011 -0.015 0.009
C 0.80559 -1.74460 6.94159 -0.025 0.023 -0.001
C 1.37002 -2.68541 7.79093 -0.007 -0.010 0.012
C 1.98276 -3.81546 7.26705 -0.005 0.011 -0.005
H 2.51908 -4.88009 5.48406 0.010 0.007 -0.002
H 1.52275 -3.20130 3.97102 0.034 -0.003 0.003
H 0.41410 -1.20130 4.90462 0.003 0.012 -0.012
H 0.32604 -0.86415 7.35009 0.002 -0.001 0.006
H 1.33212 -2.53813 8.86246 0.000 0.000 0.000
H 2.41863 -4.55131 7.93011 0.012 0.006 0.000
Br 3.79688 1.54008 1.93651 -0.102 -0.137 -0.018
```
Positions in Å, forces in eV/Å.

Atomic partial charges in e from the Mulliken method, atoms 1 to 8: N -0.32; C 0.06; N 0.01; N -0.34; C -0.69; C 0.72; F -0.29; H 0.25

In order of appearance, electronic energy = -5388.00993, -7918.56619 a.u..